(1)
Entry from OMol25: C36H40AuN2 as an isolated structure at a distorted geometry (wB97M-V/def2-TZVPD).

Structure (XYZ):
```
79
Properties=species:S:1:pos:R:3:lowdin_charge:R:1
Au 2.2203 -0.4743 -0.3656 0.7591
C 1.1388 3.9916 -1.8805 -0.0661
C 1.9515 2.9150 -1.1644 -0.4011
C 3.3602 2.7952 -1.7528 -0.0790
C 2.0172 3.1588 0.3290 -0.1501
C 2.6117 4.3051 0.8114 -0.0646
C 2.7073 4.5300 2.1741 -0.1027
C 2.2513 3.5616 3.0437 -0.0760
C 1.6492 2.3859 2.6085 -0.1355
C 1.3540 1.4021 3.7326 -0.3618
C 1.0148 -0.0294 3.3346 -0.0700
C 0.2652 1.9346 4.6741 -0.0677
C 1.4843 2.1792 1.2155 -0.2038
N 0.9823 1.0516 0.6201 -0.0656
C -0.2982 0.5964 0.6036 -0.2346
C -0.6906 -0.5770 -0.0483 -0.2404
N 0.2093 -1.4483 -0.6036 -0.0389
C 0.0338 -2.3979 -1.5465 -0.2141
C -0.8056 -2.3107 -2.6936 -0.1471
C -0.8305 -3.3597 -3.5928 -0.0739
C -0.0599 -4.4956 -3.4226 -0.1132
C 0.8109 -4.5650 -2.3484 -0.0682
C 0.8681 -3.5522 -1.4132 -0.1519
C 1.8407 -3.5825 -0.2650 -0.4075
C 1.1253 -3.6231 1.0869 -0.0658
C 2.8888 -4.6882 -0.3323 -0.0942
C -1.5752 -1.0542 -3.0447 -0.3675
C -0.9312 -0.3796 -4.2635 -0.0640
C -3.0489 -1.3334 -3.3520 -0.0662
C -2.0996 -0.7891 0.1929 -0.0995
C -3.0050 -1.7955 -0.0528 -0.0304
C -4.3372 -1.6251 0.3715 -0.0972
C -4.7845 -0.5141 1.0426 -0.0492
C -3.8664 0.5269 1.3598 -0.1758
C -4.1026 1.7295 2.0808 -0.0453
C -3.0727 2.6089 2.3050 -0.0946
C -1.7510 2.3791 1.8664 -0.0249
C -1.4803 1.2186 1.1814 -0.0886
C -2.5642 0.3372 0.9261 -0.0916
H 1.0706 3.7679 -2.9444 0.0710
H 1.5957 4.9724 -1.7629 0.0661
H 0.1329 4.0254 -1.4688 0.0789
H 1.4433 1.9576 -1.3138 0.0935
H 3.9179 3.7197 -1.6170 0.0670
H 3.3176 2.5725 -2.8189 0.0712
H 3.9006 1.9890 -1.2573 0.0581
H 3.0119 5.0424 0.1274 0.1021
H 3.1496 5.4395 2.5541 0.0880
H 2.3972 3.7140 4.1080 0.1043
H 2.2871 1.3584 4.3167 0.1306
H 0.0251 -0.0871 2.8931 0.0704
H 1.0310 -0.6599 4.2248 0.0767
H 1.7321 -0.4182 2.6162 0.0586
H -0.6940 1.9685 4.1643 0.0591
H 0.5007 2.9358 5.0322 0.0652
H 0.1747 1.2751 5.5369 0.0737
H -1.4603 -3.2981 -4.4718 0.0989
H -0.1057 -5.3019 -4.1419 0.0839
H 1.4271 -5.4464 -2.2423 0.0914
H 2.3866 -2.6010 -0.3059 0.0598
H 0.5345 -4.5333 1.1680 0.0813
H 0.4653 -2.7675 1.1772 0.0586
H 1.8437 -3.5903 1.9056 0.0719
H 2.4171 -5.6653 -0.2298 0.0738
H 3.6066 -4.5700 0.4815 0.0722
H 3.4331 -4.6512 -1.2748 0.0753
H -1.5265 -0.3561 -2.2058 0.1172
H -0.9626 -1.0455 -5.1260 0.0699
H 0.1082 -0.1303 -4.0574 0.0768
H -1.4674 0.5362 -4.5152 0.0711
H -3.1490 -1.9792 -4.2225 0.0650
H -3.5716 -0.4008 -3.5616 0.0774
H -3.5362 -1.8139 -2.5088 0.0546
H -2.7062 -2.7055 -0.5518 0.1090
H -5.0429 -2.4165 0.1470 0.0944
H -5.8255 -0.4398 1.3366 0.0957
H -5.0929 1.9577 2.4576 0.0972
H -3.2685 3.5219 2.8590 0.0947
H -0.9824 3.1117 2.0742 0.1050
```

As for the HOMO-LUMO gap: 0.16794 hartree. The HOMO energy is -2.463 eV. The spin multiplicity is 1. Its net charge is -1.



(2)
Entry from OMol25: C36H40F7N8O3PSbV as an isolated structure at a distorted geometry (wB97M-V/def2-TZVPD).

Structure (XYZ):
```
97
Properties=species:S:1:pos:R:3:lowdin_charge:R:1
V -1.1923 -0.0806 -0.0256 0.7687
F 4.9969 0.6186 -2.7408 0.0878
C 4.6751 0.5452 -1.4398 -0.1754
C 3.3526 0.4126 -1.1153 0.0992
C 2.9539 0.2944 0.2209 -0.0323
C 1.5448 0.1498 0.5452 -0.2429
O 0.6750 0.0746 -0.3638 -0.1352
C 1.2438 0.1297 1.9417 0.0012
C 2.2562 0.1460 2.8702 0.0821
N 3.5515 0.2558 2.5574 0.0277
C 4.5251 0.3446 3.6211 -0.2453
C 4.2100 1.1436 4.8500 -0.0666
C 5.2144 1.6587 3.8695 -0.0784
C 3.9422 0.3342 1.2333 -0.0949
C 5.2866 0.4677 0.8698 0.0812
C 5.6929 0.5654 -0.4606 -0.1279
N 7.0431 0.6855 -0.7723 -0.0862
C 7.9676 -0.3062 -0.2558 -0.1193
C 9.3647 0.2892 -0.0975 -0.0861
N 9.8201 0.8032 -1.4136 0.0616
C 8.8695 1.8348 -1.8995 -0.0842
C 7.4789 1.2203 -2.0497 -0.1316
C -0.1852 0.1193 2.4114 -0.5345
O -0.5180 -0.2223 3.5169 0.1494
O -0.9940 0.6070 1.5110 -0.1702
H 2.6084 0.3724 -1.8958 0.1412
H 2.0091 0.0653 3.9212 0.1624
H 5.0941 -0.5702 3.7420 0.1626
H 4.5553 0.7621 5.7967 0.1196
H 3.2643 1.6563 4.9208 0.1129
H 6.2579 1.6509 4.1415 0.1118
H 4.9248 2.5027 3.2621 0.1180
H 6.0335 0.5180 1.6454 0.1162
H 8.0205 -1.1718 -0.9354 0.1474
H 7.6209 -0.6717 0.7093 0.1331
H 10.0545 -0.4749 0.2656 0.1481
H 9.3507 1.1232 0.6080 0.1481
H 9.8535 0.0267 -2.0902 0.1961
H 10.7686 1.1918 -1.3417 0.1999
H 9.2050 2.2276 -2.8606 0.1490
H 8.8467 2.6491 -1.1723 0.1488
H 7.4993 0.4550 -2.8389 0.1418
H 6.8031 2.0117 -2.3722 0.1454
C -3.8154 -0.4689 2.3122 0.0410
C -4.0731 -0.4561 0.8565 -0.3009
N -3.1746 -0.3325 -0.1092 -0.0401
C -3.8511 -0.4023 -1.2986 -0.1210
C -5.1780 -0.5391 -1.0504 -0.0149
N -5.3110 -0.5707 0.3151 0.0060
C -6.5668 -0.7030 1.0154 -0.0286
N -7.3839 -1.7349 0.4424 -0.0085
N -8.6117 -1.4778 -0.0082 0.1091
N -9.1485 -2.5188 -0.4389 0.1362
C -8.3342 -3.5898 -0.2863 -0.1676
C -8.4725 -4.9523 -0.5474 0.1252
C -7.3714 -5.7579 -0.3159 0.0305
C -6.1710 -5.2361 0.1802 0.0205
C -6.0155 -3.8875 0.4567 0.1049
C -7.1253 -3.0745 0.2675 -0.1057
H -2.7444 -0.4760 2.5122 0.0642
H -4.2466 -1.3571 2.7745 0.0995
H -4.2509 0.4088 2.7916 0.1119
H -3.3467 -0.3829 -2.2471 0.1240
H -6.0118 -0.6203 -1.7181 0.1380
H -7.1524 0.2248 0.9412 0.1625
H -6.3680 -0.9195 2.0719 0.1534
H -9.4199 -5.3581 -0.8673 0.1534
H -7.4394 -6.8178 -0.5047 0.1385
H -5.3282 -5.8949 0.3195 0.1355
H -5.0525 -3.4851 0.7365 0.1219
C -0.9480 3.3386 0.1319 -0.1970
P -1.3747 2.0138 -1.0450 0.9266
C -0.2284 2.2292 -2.4411 -0.2081
C -3.0297 2.3997 -1.6612 -0.3734
C -3.3552 2.2994 -3.0146 -0.0882
C -4.6522 2.5532 -3.4253 -0.0536
C -5.6300 2.8824 -2.4956 -0.0555
C -5.3154 2.9592 -1.1441 -0.0687
C -4.0231 2.7076 -0.7274 -0.1058
H -1.5654 3.2559 1.0255 0.0497
H -1.0958 4.3154 -0.3296 0.0704
H 0.0964 3.2181 0.4210 0.0544
H -0.4944 3.1341 -2.9891 0.0662
H -0.2744 1.3597 -3.1000 0.0595
H 0.7845 2.3242 -2.0488 0.0445
H -2.6064 2.0344 -3.7466 0.1075
H -4.9083 2.4926 -4.4717 0.1167
H -6.6423 3.0696 -2.8200 0.1151
H -6.0788 3.2150 -0.4246 0.1123
H -3.7649 2.7465 0.3216 0.1059
F -1.2069 -1.2292 -1.7209 -0.3806
Sb -1.0254 -3.0837 -0.8278 1.5567
F 0.8366 -2.7192 -1.0705 -0.3164
F -0.8551 -2.1250 0.9230 -0.3222
F -2.9233 -2.9965 -0.4325 -0.3353
F -0.8927 -4.6653 0.1580 -0.3102
F -1.4088 -3.7629 -2.5378 -0.3096
```

As for the HOMO-LUMO gap (alpha / beta): 0.28857 / 0.14589 hartree. The calculation puts the energy relative to the best compared isomer or geometry (same formula, charge and spin) at 78.47 kJ/mol. The HOMO energy (alpha / beta) is -15.078 / -15.018 eV. The spin multiplicity is 4. Its net charge is +3.